(1)
A cluster of 4 separate species, C29H33BrN7O3PS in total at a distorted geometry, computed with wB97M-V/def2-TZVPD.

HOMO	-8.02	eV
SMILES	CC(=O)OCCCc1c(N=C(C)C)c(N)c(P(O)Br)c2nsnc12.c1ccncc1.c1ccncc1.c1ccncc1
total energy	-5047.14501	Ha
2S+1	1
HOMO-LUMO gap	6.4	eV

CARTESIAN COORDINATES (ANGSTROEM)
1 C -3.1634 -5.5873 2.0429
2 C -3.4757 -4.9347 0.6164
3 O -4.5322 -4.2566 0.4935
4 O -2.6309 -5.1090 -0.5277
5 C -1.6860 -4.0063 -0.6451
6 C -1.0838 -3.9476 -2.1346
7 C -0.3806 -2.5374 -2.4605
8 C 0.0356 -1.7083 -1.1313
9 C -0.7759 -0.4219 -0.7328
10 N -1.8810 -0.0673 -1.6271
11 C -3.0132 0.1974 -0.9791
12 C -3.8999 -0.8410 -0.1478
13 C -3.5123 1.7472 -1.0280
14 C -0.3146 0.3791 0.5361
15 N -1.0036 1.6120 0.9347
16 C 0.9153 -0.1112 1.3884
17 P 1.5329 0.7727 2.9465
18 O 2.9973 0.0744 3.5164
19 Br 2.1259 2.8530 2.1900
20 C 1.6809 -1.3999 0.9342
21 N 2.8249 -2.0709 1.4779
22 S 3.3571 -3.4509 0.5983
23 N 2.1358 -3.3659 -0.5892
24 C 1.2731 -2.2456 -0.3434
25 H -2.1149 -5.2911 2.4250
26 H -3.2892 -6.7200 1.9274
27 H -3.9172 -5.2371 2.8310
28 H -0.8294 -4.0403 0.1171
29 H -2.2592 -3.0339 -0.4502
30 H -1.8799 -4.1123 -2.9553
31 H -0.2953 -4.7904 -2.1966
32 H -0.9496 -1.8809 -3.2053
33 H 0.6280 -2.7884 -2.9691
34 H -3.6279 -0.8733 0.9786
35 H -4.9830 -0.4295 -0.1722
36 H -3.9551 -1.8894 -0.5964
37 H -2.5501 2.3680 -1.0893
38 H -4.0142 2.0050 -0.0293
39 H -4.2047 1.9204 -1.9367
40 H -0.5821 2.0560 1.7626
41 H -1.9629 1.3385 1.2299
42 H 3.7297 0.3711 2.9114
43 N 7.7764 2.5042 0.3795
44 C 6.5657 2.3856 0.9482
45 C 5.3970 2.8696 0.3827
46 C 5.4796 3.5183 -0.8407
47 C 6.7182 3.6567 -1.4502
48 C 7.8279 3.1346 -0.8047
49 H 6.5532 1.8739 1.9055
50 H 4.4461 2.7431 0.8865
51 H 4.5870 3.9123 -1.3149
52 H 6.8195 4.1580 -2.4047
53 H 8.8178 3.2146 -1.2427
54 N -7.9187 -2.1199 -2.8927
55 C -7.4031 -2.4211 -1.6893
56 C -6.6065 -3.5288 -1.4459
57 C -6.3267 -4.3804 -2.5046
58 C -6.8480 -4.0945 -3.7587
59 C -7.6309 -2.9596 -3.8998
60 H -7.6528 -1.7269 -0.8930
61 H -6.2155 -3.7211 -0.4551
62 H -5.7079 -5.2586 -2.3539
63 H -6.6502 -4.7378 -4.6072
64 H -8.0580 -2.6917 -4.8611
65 N 6.5558 7.0201 2.1798
66 C 6.0169 5.8143 1.9349
67 C 4.7321 5.4530 2.3102
68 C 3.9576 6.3883 2.9812
69 C 4.4904 7.6413 3.2488
70 C 5.7838 7.9063 2.8288
71 H 6.6628 5.1176 1.4111
72 H 4.3455 4.4651 2.0845
73 H 2.9477 6.1431 3.2928
74 H 3.9140 8.3949 3.7709
75 H 6.2434 8.8726 3.0114

---

(2)
A structure of composition C29H33Cl8F6HgN5P at a distorted geometry, computed with wB97M-V/def2-TZVPD.

HOMO	-11.07	eV
total energy	-6173.74934	Ha
net charge	+1
2S+1	1
HOMO-LUMO gap	1.4	eV

CARTESIAN COORDINATES (ANGSTROEM)
1 Hg 2.3625 0.7934 0.2699
2 P -1.3873 -1.2862 -0.1999
3 F -2.0701 -1.9770 1.0740
4 F -2.8474 -0.8272 -0.8275
5 F -1.1943 0.0642 0.6710
6 F -0.6581 -0.5904 -1.3878
7 F 0.0106 -1.7646 0.3476
8 F -1.4718 -2.7195 -0.9244
9 N 1.6710 3.2451 -2.6739
10 C 0.5106 3.9789 -2.6817
11 C 0.1025 4.9603 -3.6723
12 C 0.9130 5.1444 -4.8027
13 C 2.0516 4.2937 -4.8893
14 C 2.3611 3.4269 -3.8493
15 H -0.0828 3.8163 -1.7941
16 H -0.7548 5.5987 -3.5178
17 H 0.6775 5.8581 -5.5783
18 H 2.6612 4.3774 -5.7769
19 H 3.2298 2.8345 -4.0960
20 N -5.0277 0.4568 -7.8384
21 C -3.9674 1.3662 -7.6618
22 C -2.7349 1.0018 -7.0908
23 C -2.5980 -0.3258 -6.6155
24 C -3.6869 -1.1904 -6.7286
25 C -4.8676 -0.7605 -7.3230
26 H -4.1020 2.3760 -8.0204
27 H -2.0032 1.7929 -7.0188
28 H -1.6757 -0.6999 -6.1962
29 H -3.6178 -2.1609 -6.2597
30 H -5.7031 -1.4176 -7.5138
31 N 1.7007 4.0088 2.6419
32 C 2.3095 5.2168 2.2452
33 C 2.2917 6.3588 2.9966
34 C 1.8586 6.2866 4.3200
35 C 1.4720 4.9821 4.8397
36 C 1.3809 3.9000 3.9371
37 H 2.5798 5.2152 1.1996
38 H 2.5848 7.2729 2.5017
39 H 1.8318 7.1488 4.9698
40 H 1.0874 5.0327 5.8476
41 H 1.0187 2.9235 4.2227
42 N 4.3198 -2.0059 -1.4407
43 C 3.7867 -2.6218 -2.4884
44 C 4.3467 -3.7406 -3.1905
45 C 5.5245 -4.2608 -2.6974
46 C 6.1098 -3.6279 -1.6182
47 C 5.4332 -2.6528 -0.9450
48 H 2.9871 -2.2339 -3.1020
49 H 3.8759 -4.1446 -4.0745
50 H 5.9525 -5.1202 -3.1920
51 H 6.9865 -4.0787 -1.1770
52 H 5.9725 -2.2152 -0.1179
53 N 3.8723 -0.5360 3.6472
54 C 4.7934 0.2054 4.3382
55 C 5.6119 -0.1651 5.4382
56 C 5.5369 -1.5086 5.7777
57 C 4.6543 -2.3259 5.0980
58 C 3.7856 -1.8099 4.1045
59 H 4.7383 1.2200 3.9722
60 H 6.3348 0.5175 5.8601
61 H 6.1999 -1.8835 6.5433
62 H 4.6801 -3.3711 5.3688
63 H 3.1361 -2.5504 3.6614
64 C -6.3883 -4.6472 -0.8949
65 Cl -7.8583 -4.4578 -1.7629
66 Cl -6.6883 -5.0214 0.8053
67 H -5.8471 -5.4937 -1.3177
68 H -5.8416 -3.7050 -0.8566
69 C -6.1518 -1.8730 5.4591
70 Cl -6.5388 -3.4152 6.3736
71 Cl -7.5658 -0.8579 5.1611
72 H -5.3974 -1.3613 6.0566
73 H -5.6521 -2.0801 4.5127
74 C -1.2709 -5.7260 4.0691
75 Cl 0.1546 -6.7049 3.7119
76 Cl -1.0039 -4.4879 5.2451
77 H -1.5794 -5.3029 3.1131
78 H -1.9212 -6.5003 4.4761
79 C -5.1029 2.3904 1.8126
80 Cl -5.3644 3.4975 3.2285
81 Cl -4.5358 3.0499 0.2461
82 H -4.2904 1.7338 2.1237
83 H -6.0113 1.8606 1.5258

---

(3)
A cluster of 4 separate species, C29H33F12IN2O11P in total at a distorted geometry, computed with wB97M-V/def2-TZVPD.

HOMO	-11.54	eV
total energy	-3898.91249	Ha
net charge	+1
2S+1	1
HOMO-LUMO gap	6.2	eV

CARTESIAN COORDINATES (ANGSTROEM)
1 C -3.2857 -1.3455 -2.7202
2 P -1.4658 -1.8176 -3.1265
3 O -1.4485 -3.0740 -4.3299
4 C -0.6182 -2.5064 -1.5744
5 C 0.5676 -1.6332 -0.9901
6 C 1.0137 -0.2269 -1.6364
7 C 0.4137 0.9779 -0.7446
8 C -0.5707 1.9497 -1.5476
9 O -0.7193 1.9330 -2.8045
10 O -1.3488 2.9383 -0.8610
11 C 1.2883 -2.2137 0.2906
12 C 2.5139 -1.4674 0.9800
13 O 2.0751 -0.5077 1.9826
14 C 3.1575 0.3628 2.2610
15 F 3.3595 1.3506 1.2565
16 F 4.4056 -0.3287 2.4028
17 F 2.9366 1.0348 3.4852
18 C 0.6835 -3.5902 0.8001
19 I 1.6164 -4.4375 2.5800
20 N -0.3880 -4.2858 0.1905
21 N -0.9160 -3.7394 -0.8934
22 C -2.0355 -4.5527 -1.5379
23 O -2.5541 -5.5656 -0.6543
24 C -3.9430 -5.3637 -0.3743
25 C -4.4005 -5.0865 1.1068
26 C -5.9205 -4.8803 1.4501
27 C -7.0283 -4.9049 0.3447
28 C -6.5907 -5.1828 -1.1169
29 C -5.0877 -5.4182 -1.4307
30 H -3.5797 -0.3348 -3.1625
31 H -4.0014 -2.1666 -3.1019
32 H -3.3958 -1.3667 -1.5665
33 H -2.1494 -3.7385 -4.1429
34 H 0.7407 -0.1465 -2.7512
35 H 2.1650 -0.1159 -1.5981
36 H 1.2204 1.5986 -0.2113
37 H -0.2077 0.4824 0.0999
38 H -1.5571 2.6353 0.0547
39 H 3.0624 -0.8866 0.1517
40 H 3.2319 -2.2682 1.3627
41 H -2.9153 -3.9032 -1.8628
42 H -1.5308 -5.0972 -2.4261
43 H -3.6585 -5.0331 1.9817
44 H -6.2927 -4.7041 2.5221
45 H -8.1269 -4.7250 0.5825
46 H -7.3487 -5.2120 -1.9770
47 H -4.7948 -5.6173 -2.5130
48 C -0.7857 5.5432 -1.9970
49 C -1.5962 5.9834 -3.2009
50 O -2.4191 7.1185 -2.8849
51 C -1.7798 8.3035 -2.8028
52 O -0.5961 8.4486 -2.9752
53 C -2.7633 9.4283 -2.4952
54 F -3.5770 9.1327 -1.4591
55 F -3.5644 9.6964 -3.5482
56 F -2.1485 10.5822 -2.1785
57 H -1.4419 5.3449 -1.1473
58 H -0.2146 4.6432 -2.2243
59 H -0.0862 6.3214 -1.6807
60 H -2.2723 5.1775 -3.4967
61 H -0.9590 6.2005 -4.0632
62 C 8.7896 -2.8194 -0.0533
63 C 7.3974 -2.3983 0.3769
64 O 6.4273 -2.6899 -0.6456
65 C 6.0673 -3.9847 -0.7634
66 O 6.5024 -4.8748 -0.0790
67 C 5.0155 -4.1556 -1.8551
68 F 5.3592 -3.5420 -3.0054
69 F 3.8189 -3.6380 -1.4872
70 F 4.7931 -5.4439 -2.1666
71 H 9.0517 -2.3535 -1.0066
72 H 9.5284 -2.5358 0.6976
73 H 8.8515 -3.8999 -0.2025
74 H 7.3768 -1.3164 0.5299
75 H 7.1063 -2.8621 1.3242
76 C 0.0615 3.1808 6.9650
77 C 0.7019 3.1148 5.5915
78 O -0.2719 2.8029 4.5791
79 C -1.0895 3.8132 4.2187
80 O -1.0454 4.9212 4.6860
81 C -2.0495 3.3655 3.1208
82 F -2.6616 2.1983 3.4117
83 F -1.4126 3.1792 1.9373
84 F -3.0273 4.2561 2.8895
85 H -0.4686 2.2503 7.1843
86 H 0.8153 3.3521 7.7349
87 H -0.6755 3.9852 7.0235
88 H 1.4413 2.3104 5.5744
89 H 1.2289 4.0407 5.3432

---

(4)
A cluster of 6 separate species, C29H33F16N2O14 in total at a distorted geometry, computed with wB97M-V/def2-TZVPD.

HOMO	-12.27	eV
total energy	-3885.25628	Ha
net charge	+1
2S+1	1
HOMO-LUMO gap	6.9	eV

CARTESIAN COORDINATES (ANGSTROEM)
1 C 6.0532 5.4420 -2.5784
2 C 4.8991 4.6323 -3.3719
3 C 5.0458 3.1302 -3.7742
4 C 3.8114 2.4850 -4.5017
5 C 3.8281 0.9475 -4.9587
6 O 3.0819 0.0635 -4.4881
7 O 4.8185 0.5963 -5.9518
8 C 4.2835 0.7850 -7.2549
9 O 3.2705 1.4598 -7.5480
10 N 4.9956 0.0804 -8.3531
11 C 6.1837 0.8594 -8.7566
12 O 6.0374 1.9278 -9.3931
13 F 7.4834 0.3821 -8.4175
14 C 2.5108 3.3112 -4.8133
15 C 2.5413 4.8069 -4.3454
16 N 3.6978 5.3904 -3.6658
17 H 5.5613 5.7592 -1.5802
18 H 6.9433 4.7848 -2.3010
19 H 6.3527 6.4104 -3.1052
20 H 5.9751 2.5051 -3.5282
21 H 4.3668 -0.0621 -9.1563
22 H 1.5991 2.8484 -5.3158
23 H 1.6493 5.4983 -4.4937
24 H 3.6434 6.3755 -3.3594
25 C 0.4261 -0.8474 -4.0893
26 C -0.0949 0.0159 -2.9563
27 O -1.3267 0.6621 -3.3204
28 C -2.4264 -0.1205 -3.3130
29 O -2.4217 -1.2916 -3.0267
30 C -3.6675 0.6856 -3.6831
31 F -3.4876 1.4265 -4.7984
32 F -4.0178 1.5459 -2.7030
33 F -4.7413 -0.0915 -3.9120
34 H 0.5320 -0.2558 -5.0026
35 H 1.3915 -1.2809 -3.8315
36 H -0.2638 -1.6628 -4.3202
37 H 0.6263 0.8099 -2.7448
38 H -0.2211 -0.5573 -2.0329
39 C -3.1617 -1.6889 1.1381
40 C -2.3619 -2.5991 0.2252
41 O -0.9838 -2.6625 0.6347
42 C -0.7260 -3.4195 1.7203
43 O -1.5653 -4.0221 2.3420
44 C 0.7678 -3.4308 2.0296
45 F 1.3017 -2.1894 2.0447
46 F 1.4657 -4.1371 1.1133
47 F 1.0461 -3.9784 3.2271
48 H -2.7052 -0.6967 1.1845
49 H -4.1894 -1.5926 0.7844
50 H -3.1872 -2.0717 2.1611
51 H -2.3700 -2.1937 -0.7892
52 H -2.7929 -3.6034 0.1726
53 C 5.8847 2.1585 3.5457
54 C 5.6124 3.5864 3.1119
55 O 5.3418 3.6572 1.6995
56 C 4.1191 3.2403 1.3130
57 O 3.2738 2.8262 2.0639
58 C 3.9473 3.3957 -0.1948
59 F 4.9822 2.8848 -0.8910
60 F 3.8510 4.6874 -0.5691
61 F 2.8414 2.7869 -0.6598
62 H 6.6970 1.7279 2.9542
63 H 6.1536 2.1203 4.6022
64 H 5.0105 1.5211 3.3923
65 H 6.5012 4.1958 3.2925
66 H 4.7938 4.0358 3.6816
67 C -2.9312 -6.8569 3.9162
68 C -4.0797 -6.2626 3.1233
69 O -5.3475 -6.6823 3.6560
70 C -5.7369 -6.0750 4.7958
71 O -5.0948 -5.2289 5.3674
72 C -7.1060 -6.5818 5.2385
73 F -7.1807 -7.9299 5.2428
74 F -8.0911 -6.1454 4.4235
75 F -7.4316 -6.1791 6.4815
76 H -3.0166 -7.9462 3.9537
77 H -1.9732 -6.5889 3.4685
78 H -2.9359 -6.5043 4.9504
79 H -4.0346 -6.6256 2.0934
80 H -4.0234 -5.1709 3.0818
81 C -4.2328 0.4577 6.7532
82 C -5.6017 0.5789 6.1105
83 O -5.6106 1.6000 5.0979
84 C -5.0217 1.2750 3.9296
85 O -4.5062 0.2083 3.7032
86 C -5.1258 2.4247 2.9324
87 F -4.7474 3.6065 3.4652
88 F -6.3896 2.5916 2.4878
89 F -4.3580 2.2367 1.8408
90 H -3.9095 1.4245 7.1479
91 H -4.2500 -0.2714 7.5646
92 H -3.4778 0.1444 6.0280
93 H -6.3314 0.8793 6.8662
94 H -5.9425 -0.3745 5.6962

---

(5)
The molecule C29H33N3O2 at a distorted geometry, computed with wB97M-V/def2-TZVPD.

relative energy (zero: lowest compared OMol25 entry of this formula, charge and spin)	0.000	eV
HOMO	-7.88	eV
SMILES	CN1C(=O)[C@@H](Cc2ccccc2)N(/C=C/[C@@H](Oc2ccncc2)c2ccccc2)[C@@H]1C(C)(C)C
total energy	-1439.59320	Ha
2S+1	1
HOMO-LUMO gap	8.4	eV

CARTESIAN COORDINATES (ANGSTROEM)
1 C -0.5911 2.9245 -1.7325
2 N -0.1598 2.9004 -0.3564
3 C -0.6369 3.8566 0.5068
4 O -1.2988 4.8395 0.1879
5 C -0.2306 3.4482 1.9034
6 C -1.4415 3.0697 2.7603
7 C -2.3156 2.0572 2.0595
8 C -3.2407 2.4873 1.1028
9 C -3.9967 1.5678 0.3793
10 C -3.8497 0.1975 0.6289
11 C -2.9686 -0.2343 1.6238
12 C -2.2270 0.6942 2.3600
13 N 0.6653 2.3211 1.6499
14 C 1.1068 1.5529 2.6887
15 C 1.5006 0.2586 2.5914
16 C 2.3603 -0.3323 3.6712
17 C 3.2463 -1.4999 3.2413
18 C 4.4758 -1.7371 3.8628
19 C 5.3302 -2.7327 3.3896
20 C 4.9636 -3.4865 2.2667
21 C 3.7120 -3.2824 1.6745
22 C 2.8278 -2.3376 2.2017
23 C 0.8449 2.0133 0.2204
24 C 2.2925 2.2385 -0.3763
25 C 2.6900 3.7030 -0.1895
26 C 2.2950 1.8739 -1.8579
27 C 3.2949 1.3331 0.3264
28 H -1.6758 3.0995 -1.7637
29 H -0.0930 3.7356 -2.2872
30 H -0.3693 1.9626 -2.2019
31 H 0.3475 4.2670 2.3615
32 H -1.1070 2.6978 3.7348
33 H -2.0057 4.0003 2.9114
34 H -3.3481 3.5588 0.9122
35 H -4.6917 1.9272 -0.3807
36 H -4.4281 -0.5245 0.0505
37 H -2.8531 -1.2992 1.8369
38 H -1.5603 0.3644 3.1609
39 H 1.0563 2.0448 3.6704
40 H 1.0599 -0.4101 1.8431
41 H 3.0208 0.4921 3.9980
42 H 4.7720 -1.1271 4.7162
43 H 6.2870 -2.8932 3.8917
44 H 5.6647 -4.1999 1.8372
45 H 3.4090 -3.8471 0.7940
46 H 1.8190 -2.2178 1.8032
47 H 0.5581 0.9597 0.0322
48 H 2.7438 3.9704 0.8723
49 H 3.6848 3.8604 -0.6293
50 H 1.9899 4.3785 -0.6977
51 H 1.8402 0.8877 -2.0240
52 H 1.7806 2.6185 -2.4747
53 H 3.3321 1.8246 -2.2207
54 H 3.0111 0.2761 0.2366
55 H 4.2834 1.4541 -0.1415
56 H 3.4028 1.5844 1.3862
57 O 1.4504 -0.7248 4.6910
58 C 1.8495 -0.7789 6.0109
59 C 3.1167 -0.4047 6.4615
60 C 3.4542 -0.7140 7.7907
61 N 2.5654 -1.2013 8.6589
62 C 1.3171 -1.4510 8.2450
63 C 0.9042 -1.2693 6.9203
64 H 3.8576 0.0781 5.8234
65 H 4.4741 -0.5441 8.1453
66 H 0.6098 -1.8065 8.9946
67 H -0.1032 -1.5081 6.5961

---

(6)
A structure of composition C29H34CrF6N9O7S2, computed with wB97M-V/def2-TZVPD.

relative energy (zero: lowest compared OMol25 entry of this formula, charge and spin)	0.623	eV
HOMO (spin up / spin down)	-11.33 / -11.50	eV
total energy	-4584.92557	Ha
net charge	+1
2S+1	5
HOMO-LUMO gap (spin up / spin down)	9.1 / 9.1	eV

CARTESIAN COORDINATES (ANGSTROEM)
1 Cr 0.2335 -0.0467 0.7296
2 F -0.9843 -2.9306 -0.0619
3 C -0.1373 -3.3656 -0.9975
4 F -0.2264 -4.6811 -1.0888
5 F -0.4984 -2.8234 -2.1622
6 S 1.6100 -2.8643 -0.6118
7 O 1.4363 -1.5270 -0.0053
8 O 2.2786 -2.8975 -1.8623
9 N 2.1756 -3.9037 0.3837
10 S 1.9264 -3.8865 1.9512
11 O 3.0146 -3.2820 2.6638
12 O 0.5853 -3.5227 2.3364
13 C 2.0574 -5.6945 2.2749
14 F 1.1139 -6.3513 1.6117
15 F 1.8815 -5.8847 3.5824
16 F 3.2474 -6.1528 1.9258
17 N -0.2428 1.9281 1.1101
18 C -0.6426 3.0101 1.1761
19 N -1.0463 4.2392 1.3338
20 C -0.1883 5.3490 0.8787
21 C -0.5376 6.5792 1.6950
22 O -1.9202 6.8606 1.6075
23 C -2.6913 5.8141 2.1576
24 C -2.4901 4.5335 1.3680
25 H -0.3777 5.5262 -0.1836
26 H 0.8548 5.0691 1.0164
27 H -0.0097 7.4470 1.3053
28 H -0.2483 6.4283 2.7426
29 H -3.7334 6.1240 2.1093
30 H -2.4170 5.6531 3.2079
31 H -2.8515 4.6585 0.3446
32 H -3.0099 3.6979 1.8351
33 C -1.6486 -2.2758 4.6252
34 N -0.3897 -1.6040 4.3055
35 C 0.7183 -1.7483 5.0787
36 C 1.9202 -1.2738 4.7027
37 C 2.0062 -0.6459 3.4278
38 N 0.9157 -0.4840 2.6886
39 C -0.2857 -0.9910 3.0872
40 O -1.2471 -0.8949 2.3161
41 N 3.1759 -0.2037 2.9498
42 H -1.6075 -2.6149 5.6564
43 H -1.7867 -3.1255 3.9585
44 H -2.4736 -1.5808 4.4986
45 H 0.5741 -2.2819 6.0074
46 H 2.7965 -1.4210 5.3131
47 H 4.0205 -0.5447 3.3791
48 H 3.2344 -0.0074 1.9631
49 N -1.0793 3.5059 -1.7274
50 C -2.0037 3.7647 -2.3610
51 C -3.1486 4.0757 -3.1724
52 C -3.0741 5.1293 -4.0828
53 C -4.1653 5.4117 -4.8863
54 C -5.3214 4.6481 -4.7836
55 C -5.3925 3.6012 -3.8736
56 C -4.3073 3.3089 -3.0651
57 H -2.1681 5.7164 -4.1523
58 H -4.1160 6.2302 -5.5913
59 H -6.1711 4.8711 -5.4150
60 H -6.2963 3.0125 -3.7933
61 H -4.3491 2.4967 -2.3513
62 C -2.7278 1.8736 -6.5731
63 C -1.5204 2.0381 -5.6660
64 N -0.5607 0.9474 -5.7676
65 C 0.2208 0.8487 -7.0049
66 C -0.0744 -0.4235 -7.7816
67 C -0.1179 0.2153 -4.7193
68 O 0.8923 -0.4671 -4.7623
69 C -0.9310 0.1652 -3.4498
70 C -2.3022 -0.0314 -3.3975
71 C -2.9212 -0.1930 -2.1650
72 C -2.1514 -0.1352 -1.0231
73 N -0.8237 0.0468 -1.0717
74 C -0.2286 0.1741 -2.2562
75 H -3.4012 2.7251 -6.4602
76 H -3.2816 0.9623 -6.3418
77 H -2.4250 1.8188 -7.6192
78 H -1.8270 2.1361 -4.6292
79 H -1.0013 2.9708 -5.9157
80 H 1.2800 0.8972 -6.7494
81 H -0.0212 1.7282 -7.6026
82 H 0.1722 -1.2987 -7.1829
83 H 0.5256 -0.4553 -8.6911
84 H -1.1270 -0.4736 -8.0645
85 H -2.8818 -0.0843 -4.3101
86 H -3.9832 -0.3811 -2.0905
87 H -2.5828 -0.2630 -0.0369
88 H 0.8500 0.2687 -2.2669

---

- Number 1 is which compound?
  C29H33BrN7O3PS